No. 1
C3H7IS | the ωB97M-V functional and the def2-TZVPD basis

The geometry in ORCA input format:
```
! wB97M-V def2-TZVPD RIJCOSX def2/J DEFGRID3
* xyz 0 1
C 0.769 1.209 0.248
C 0.446 -1.287 0.085
C 0.424 0.038 -0.492
S -2.603 0.733 -0.803
I -3.809 -0.755 0.490
H 1.460 1.099 1.207
H 1.529 1.853 -0.356
H -0.052 1.960 0.385
H 0.194 -2.223 -0.546
H -0.208 -1.305 0.957
H 1.504 -1.626 0.327
H 0.346 0.305 -1.499
*
```

Computed properties:
HOMO energy (alpha / beta)	-0.2764 / -0.2766	hartree
energy above the lowest of the compared OMol25 structures with the same formula, charge and spin	63.24	kcal/mol
lowest unoccupied orbital energy (alpha / beta)	-0.069 / -0.070	Ha

---

No. 2
C3H3N4 | the ωB97M-V functional and the def2-TZVPD basis

The geometry in ORCA input format:
```
! wB97M-V def2-TZVPD RIJCOSX def2/J DEFGRID3
* xyz 1 1
C 0.542 1.489 -0.112
C -0.504 -0.843 -0.258
C 0.695 0.117 -0.563
N 0.421 2.580 0.187
N 1.415 -1.861 0.337
N 1.633 -0.758 0.068
N -1.453 -0.463 0.530
H 0.848 0.337 -1.648
H -1.359 0.521 0.773
H -2.238 -1.120 0.685
*
```

Computed properties:
HOMO energy (alpha / beta)	-0.5679 / -0.5677	hartree
energy above the lowest of the compared OMol25 structures with the same formula, charge and spin	80.63	kcal/mol
lowest unoccupied orbital energy (alpha / beta)	-0.269 / -0.270	Ha

---

No. 3
C36H72Cl2FNO9P | the ωB97M-V functional and the def2-TZVPD basis

The geometry in ORCA input format:
```
! wB97M-V def2-TZVPD RIJCOSX def2/J DEFGRID3
* xyz 1 1
C 2.661 -2.697 -0.031
C 2.900 -1.627 -1.292
C 4.002 -0.457 -0.950
C 3.444 0.754 0.007
C 2.946 2.018 -0.913
C 1.661 2.717 -0.158
C 0.264 2.610 -1.069
C -0.289 1.031 -1.096
C -1.473 0.797 0.001
C -1.256 -0.338 1.204
O -0.605 -1.612 0.863
C -2.803 -0.328 1.769
N -3.740 0.414 0.793
C -4.563 1.390 1.592
C -3.753 2.660 2.230
C -3.233 2.415 3.793
F -4.759 3.783 2.337
C -3.070 0.802 -0.499
C -3.374 -0.269 -1.716
Cl -3.102 -2.067 -1.197
C -4.795 -0.037 -2.499
C -4.787 -1.126 -3.770
Cl -6.317 -0.421 -1.516
P -3.230 2.549 -1.228
C -2.586 2.696 -3.017
C -5.022 3.199 -1.285
H 2.651 -2.093 0.994
H 1.578 -3.142 -0.165
H 3.474 -3.555 -0.019
H 1.864 -1.196 -1.690
H 3.341 -2.278 -2.188
H 4.942 -0.947 -0.407
H 4.360 0.032 -1.958
H 4.242 1.136 0.807
H 2.505 0.373 0.616
H 3.788 2.841 -1.037
H 2.569 1.674 -1.972
H 1.453 2.270 0.919
H 1.920 3.865 0.031
H 0.524 3.020 -2.134
H -0.495 3.352 -0.578
H -0.510 0.658 -2.181
H 0.647 0.391 -0.721
H -1.394 1.794 0.653
H -0.613 0.254 1.993
H 0.290 -1.717 1.300
H -3.005 -0.223 2.917
H -3.113 -1.467 1.589
H -4.451 -0.360 0.617
H -4.980 0.774 2.528
H -5.552 1.740 1.023
H -2.879 3.085 1.583
H -3.139 3.407 4.407
H -2.154 1.933 3.694
H -3.915 1.603 4.308
H -2.524 -0.082 -2.533
H -4.902 1.021 -3.021
H -3.633 -1.280 -4.038
H -5.140 -2.141 -3.304
H -5.425 -0.756 -4.680
H -3.547 2.677 -3.726
H -1.902 1.823 -3.386
H -2.115 3.767 -3.157
H -5.106 3.920 -2.224
H -5.855 2.373 -1.254
H -5.166 3.896 -0.339
O 5.800 -4.048 1.259
C 5.710 -5.270 1.315
O 6.317 -6.046 0.389
C 6.434 -7.478 0.472
C 5.193 -8.155 -0.077
C 4.847 -5.925 2.355
H 6.671 -7.795 1.492
H 7.295 -7.755 -0.145
H 4.302 -7.894 0.500
H 5.309 -9.243 -0.062
H 5.008 -7.835 -1.108
H 3.809 -5.923 2.014
H 4.925 -5.348 3.283
H 5.149 -6.941 2.604
O -4.833 5.701 -3.498
C -5.025 6.629 -2.719
O -6.113 7.421 -2.852
C -6.531 8.405 -1.888
C -5.806 9.719 -2.107
C -4.013 6.962 -1.662
H -6.422 8.027 -0.868
H -7.603 8.558 -2.047
H -4.725 9.610 -1.975
H -6.165 10.479 -1.407
H -5.964 10.077 -3.129
H -3.222 7.574 -2.103
H -3.581 6.028 -1.289
H -4.430 7.471 -0.795
O 7.016 -10.398 -1.527
C 7.000 -10.100 -2.717
O 5.944 -10.430 -3.493
C 5.741 -9.964 -4.840
C 6.477 -10.842 -5.832
C 8.193 -9.449 -3.356
H 6.005 -8.907 -4.934
H 4.665 -10.032 -5.032
H 7.558 -10.819 -5.667
H 6.277 -10.517 -6.858
H 6.164 -11.886 -5.725
H 8.924 -10.218 -3.619
H 8.638 -8.757 -2.635
H 7.952 -8.856 -4.237
O -0.419 2.859 5.590
C -0.612 3.787 6.369
O -1.700 4.579 6.236
C -2.117 5.563 7.200
C -1.392 6.876 6.981
C 0.401 4.120 7.426
H -2.008 5.185 8.220
H -3.190 5.716 7.041
H -0.312 6.768 7.113
H -1.752 7.637 7.681
H -1.551 7.235 5.959
H 1.192 4.732 6.985
H 0.832 3.185 7.800
H -0.017 4.629 8.293
*
```

Computed properties:
HOMO energy	-0.3939	hartree
lowest unoccupied orbital energy	-0.073	Ha

---

No. 4
C23H50NO6P2SiZr | the ωB97M-V functional and the def2-TZVPD basis

The geometry in ORCA input format:
```
! wB97M-V def2-TZVPD RIJCOSX def2/J DEFGRID3
* xyz 3 1
Zr 1.063 1.675 0.216
P -3.078 0.094 -0.947
C -2.190 0.742 -2.379
C -0.768 1.230 -2.661
N 0.316 1.159 -1.833
C 1.537 1.416 -2.421
C 1.664 2.045 -3.640
C 0.522 2.260 -4.400
C -0.678 1.797 -3.909
C 2.813 1.197 -1.577
P 2.772 -0.119 -0.216
H -1.590 1.890 -4.472
H 2.651 2.364 -3.946
H 0.570 2.751 -5.346
H 3.647 0.822 -2.191
H 3.184 2.187 -1.215
H -2.440 0.055 -3.127
H -2.841 1.659 -2.495
H -1.821 -4.816 -3.910
O -2.137 -4.658 -4.774
H -1.765 -3.790 -5.011
H -2.474 -1.840 -0.562
O -1.707 -1.474 -0.188
H -0.948 -1.623 -0.794
C 2.986 -1.609 -1.219
H 3.917 -1.492 -1.802
H 3.092 -2.474 -0.546
H 2.141 -1.782 -1.903
C 4.412 0.037 0.531
H 4.537 -0.811 1.220
H 5.152 -0.026 -0.279
H 4.513 0.979 1.087
C -3.194 0.965 0.593
H -4.283 1.077 0.790
H -2.732 0.405 1.427
H -2.716 1.952 0.490
C -4.694 -0.422 -1.545
H -5.209 -1.112 -0.872
H -5.272 0.498 -1.608
H -4.641 -0.864 -2.545
C -0.390 -2.724 4.325
C -1.004 -1.331 4.340
C -2.255 -1.299 3.475
C -1.325 -0.898 5.765
O 0.020 -0.450 3.753
Si -0.097 1.160 3.538
O 0.326 1.411 1.936
O -1.607 1.693 3.808
C -2.211 2.996 4.182
C -2.207 3.862 2.932
C -3.629 2.695 4.648
C -1.443 3.660 5.315
O 0.928 1.966 4.513
C 2.416 1.937 4.562
C 2.931 2.949 3.554
C 2.844 2.365 5.963
C 2.902 0.522 4.282
H -1.118 -3.452 4.703
H 0.500 -2.762 4.963
H -0.107 -3.010 3.306
H -2.945 -2.088 3.803
H -2.783 -0.346 3.577
H -2.004 -1.465 2.422
H -0.421 -0.884 6.386
H -1.797 0.093 5.790
H -2.029 -1.618 6.205
H -2.783 3.383 2.134
H -2.662 4.837 3.154
H -1.181 4.028 2.582
H -3.635 2.061 5.545
H -4.120 3.642 4.909
H -4.224 2.213 3.863
H -1.392 3.014 6.201
H -0.430 3.954 5.020
H -1.980 4.576 5.610
H 2.581 3.955 3.817
H 4.029 2.943 3.530
H 2.564 2.728 2.543
H 2.471 1.685 6.738
H 3.942 2.351 6.010
H 2.521 3.387 6.194
H 2.492 -0.180 5.020
H 2.636 0.178 3.273
H 3.999 0.496 4.367
*
```

Computed properties:
HOMO energy (alpha / beta)	-0.5515 / -0.5515	hartree
lowest unoccupied orbital energy (alpha / beta)	-0.432 / -0.433	Ha

---

No. 5
C21H30Cl2IrN2OS5 | the ωB97M-V functional and the def2-TZVPD basis

The geometry in ORCA input format:
```
! wB97M-V def2-TZVPD RIJCOSX def2/J DEFGRID3
* xyz 2 2
Ir 0.400 -0.730 0.744
C 2.410 -3.029 -0.417
C 1.050 -3.511 -0.899
S 0.075 -2.016 -1.191
C -1.666 -2.473 -1.239
C -2.404 -1.151 -1.074
S -1.920 -0.163 0.384
C -2.791 -1.071 1.716
C -2.132 -2.350 2.208
S -0.431 -1.904 2.619
C 0.509 -3.454 2.566
C 1.979 -3.083 2.412
S 2.395 -1.941 1.046
H 2.888 -2.410 -1.178
H 3.073 -3.862 -0.184
H 0.552 -4.175 -0.197
H 1.165 -4.029 -1.852
H -1.910 -3.217 -0.486
H -1.879 -2.884 -2.226
H -3.483 -1.291 -1.016
H -2.170 -0.500 -1.917
H -3.803 -1.261 1.358
H -2.867 -0.356 2.537
H -2.139 -3.144 1.465
H -2.640 -2.706 3.104
H 0.144 -4.070 1.749
H 0.357 -3.989 3.503
H 2.600 -3.972 2.296
H 2.329 -2.558 3.303
Cl -0.336 2.676 -0.224
C 0.935 2.452 -1.375
C 1.173 3.492 -2.237
C 2.179 3.396 -3.197
C 2.958 2.245 -3.284
C 2.731 1.204 -2.420
Cl 3.727 -0.196 -2.562
C 1.689 1.216 -1.399
N 1.581 0.136 -0.674
H 0.575 4.390 -2.161
H 2.358 4.222 -3.871
H 3.744 2.164 -4.022
C -0.761 1.585 -5.376
C -1.391 1.539 -4.004
O -0.863 0.465 -3.207
H -1.188 2.397 -5.965
H -0.923 0.650 -5.912
H 0.316 1.762 -5.301
H -2.464 1.356 -4.070
H -1.246 2.487 -3.477
H 0.098 0.489 -3.283
S 1.363 0.805 2.313
C 0.284 1.753 3.256
N 0.854 2.373 4.320
C 0.209 3.215 5.156
C -1.115 3.480 4.969
C -1.756 2.867 3.886
C -1.073 2.019 3.045
H 1.839 2.195 4.480
H 0.803 3.642 5.951
H -1.636 4.150 5.636
H -2.801 3.078 3.696
H -1.555 1.597 2.178
*
```

Computed properties:
HOMO energy (alpha / beta)	-0.4554 / -0.4902	hartree
energy above the lowest of the compared OMol25 structures with the same formula, charge and spin	0.00	kcal/mol
lowest unoccupied orbital energy (alpha / beta)	-0.207 / -0.219	Ha

---

No. 6
C8H15N3O4S | the ωB97M-V functional and the def2-TZVPD basis

The geometry in ORCA input format:
```
! wB97M-V def2-TZVPD RIJCOSX def2/J DEFGRID3
* xyz 0 1
C -0.684 1.144 0.495
C 0.586 1.284 -0.256
C -1.531 0.019 -0.118
C -2.881 0.007 0.615
C -3.714 -1.287 0.243
C 2.906 0.332 -0.514
C 2.628 -1.018 -1.224
C 4.165 0.211 0.440
H -0.971 3.205 1.043
H -1.359 2.714 -0.568
H -0.447 0.888 1.484
H -1.277 -1.112 0.030
H -1.639 0.079 -1.256
H -2.753 0.072 1.657
H -3.378 0.938 0.384
H -5.749 -0.341 0.048
H -5.529 -2.289 0.200
H 1.270 -0.651 0.479
H 3.185 1.190 -1.246
H 5.075 -0.094 -0.128
H 4.327 1.133 0.856
H 4.839 -1.976 0.918
H 1.234 -1.966 -2.063
N -1.447 2.483 0.434
N -5.113 -1.282 0.305
N 1.686 0.514 0.241
O 0.696 2.088 -1.236
O -3.095 -2.372 0.101
O 3.453 -1.842 -1.495
O 1.338 -1.030 -1.686
S 4.180 -1.042 1.816
*
```

Computed properties:
HOMO energy	-0.3431	hartree
energy above the lowest of the compared OMol25 structures with the same formula, charge and spin	88.39	kcal/mol
lowest unoccupied orbital energy	0.016	Ha
SMILES	NC(=O)CC[C@H](N)C(=O)N[C@@H](CS)C(=O)O

---

No. 7
C20H42AsBFeN9O | the ωB97M-V functional and the def2-TZVPD basis

The geometry in ORCA input format:
```
! wB97M-V def2-TZVPD RIJCOSX def2/J DEFGRID3
* xyz 2 2
Fe -0.857 -0.018 -0.167
B -2.356 -0.457 3.079
N -1.559 -1.552 2.328
C -1.456 -2.787 2.805
C -0.669 -3.542 1.951
C -0.327 -2.665 0.948
N -0.864 -1.442 1.174
N -2.351 0.873 2.273
C -3.006 1.947 2.709
C -2.787 3.002 1.841
C -1.963 2.471 0.873
N -1.691 1.170 1.137
H -3.492 -0.819 3.249
H -1.856 -0.261 4.163
H -1.941 -3.051 3.731
H -0.390 -4.576 2.053
H 0.287 -2.850 0.092
H -3.583 1.894 3.619
H -3.169 4.005 1.909
H -1.555 2.970 0.019
N -0.359 1.561 -1.469
C -1.404 2.021 -2.437
C -2.008 0.813 -3.131
C -3.506 0.681 -2.903
C -3.831 0.670 -1.411
N -2.970 -0.284 -0.661
H -0.027 2.354 -0.933
H 0.439 1.204 -1.992
H -1.001 2.735 -3.155
H -2.147 2.549 -1.845
H -1.557 -0.076 -2.702
H -1.767 0.800 -4.194
H -3.828 -0.256 -3.365
H -4.085 1.478 -3.372
H -4.886 0.420 -1.294
H -3.683 1.642 -0.942
H -2.982 -1.180 -1.145
H -3.363 -0.439 0.264
C 2.708 -3.803 -4.058
N 1.904 -2.951 -3.191
C 0.472 -3.065 -2.995
C 0.238 -1.942 -2.012
O -0.886 -1.658 -1.541
N 1.375 -1.293 -1.738
C 2.338 -1.928 -2.464
N 3.606 -1.539 -2.450
H 2.090 -4.626 -4.404
H 3.552 -4.222 -3.509
H 3.069 -3.252 -4.927
H 0.182 -4.032 -2.581
H -0.089 -2.896 -3.918
H 3.879 -0.786 -1.843
H 4.316 -2.027 -2.969
C 2.593 2.820 -0.390
C 2.856 1.629 0.529
As 1.240 0.800 1.233
C 1.891 -0.668 2.344
C 3.399 -0.700 2.576
C 0.701 2.083 2.599
C 1.843 2.576 3.482
H 3.530 3.288 -0.688
H 1.995 3.586 0.111
H 2.075 2.522 -1.301
H 3.424 1.937 1.405
H 3.455 0.872 0.021
H 1.565 -1.595 1.883
H 1.344 -0.581 3.285
H 3.950 -0.869 1.650
H 3.639 -1.521 3.251
H 3.778 0.215 3.029
H -0.049 1.564 3.197
H 0.195 2.918 2.116
H 2.383 1.754 3.954
H 1.429 3.191 4.281
H 2.556 3.192 2.936
*
```

Computed properties:
HOMO energy (alpha / beta)	-0.5108 / -0.5105	hartree
energy above the lowest of the compared OMol25 structures with the same formula, charge and spin	19.44	kcal/mol
lowest unoccupied orbital energy (alpha / beta)	-0.256 / -0.225	Ha

---

No. 8
C19H14I2NiO6PSe | the ωB97M-V functional and the def2-TZVPD basis

The geometry in ORCA input format:
```
! wB97M-V def2-TZVPD RIJCOSX def2/J DEFGRID3
* xyz -1 3
Ni -0.024 0.193 -2.560
O 3.338 -1.827 -2.554
C 2.378 -1.339 -1.984
O 1.171 -1.332 -2.433
C 2.617 -0.752 -0.581
C 3.927 -0.827 -0.112
C 4.272 -0.382 1.152
C 3.300 0.157 1.983
C 1.996 0.248 1.531
C 1.640 -0.200 0.257
P -0.105 -0.038 -0.246
C -0.709 1.381 0.708
C -0.347 2.639 0.224
C -0.762 3.782 0.887
C -1.555 3.679 2.023
C -1.932 2.431 2.495
C -1.510 1.282 1.840
C -0.951 -1.479 0.453
C -0.278 -2.497 1.120
C -0.984 -3.577 1.631
C -2.362 -3.642 1.485
C -3.036 -2.630 0.814
C -2.333 -1.557 0.293
H 4.661 -1.252 -0.782
H 5.299 -0.455 1.489
H 3.555 0.512 2.974
H 1.241 0.686 2.173
H 0.233 2.721 -0.688
H -0.484 4.753 0.500
H -1.890 4.575 2.531
H -2.558 2.347 3.375
H -1.805 0.310 2.215
H 0.798 -2.451 1.235
H -0.454 -4.370 2.143
H -2.909 -4.487 1.882
H -4.107 -2.690 0.668
H -2.860 -0.782 -0.253
O -0.772 1.131 -5.213
Se -0.296 2.280 -4.111
O -0.287 3.766 -4.682
O 1.129 1.681 -3.476
O -1.243 1.951 -2.784
I -1.857 -0.869 -4.336
I -3.142 -3.070 -3.281
*
```

Computed properties:
HOMO energy (alpha / beta)	-0.2206 / -0.2306	hartree
energy above the lowest of the compared OMol25 structures with the same formula, charge and spin	0.00	kcal/mol
lowest unoccupied orbital energy (alpha / beta)	0.063 / 0.063	Ha

---

No. 9
C4H9NOS | the ωB97M-V functional and the def2-TZVPD basis

The geometry in ORCA input format:
```
! wB97M-V def2-TZVPD RIJCOSX def2/J DEFGRID3
* xyz 0 1
C -0.990 2.579 0.138
N -0.209 1.710 -0.722
C 0.379 0.531 -0.060
C -0.699 -0.578 -0.057
S -0.587 -1.762 1.399
C 1.656 -0.002 -0.719
O 1.605 -0.777 -1.623
H -1.303 2.014 1.031
H -0.411 3.468 0.412
H -1.846 2.996 -0.388
H -0.781 1.360 -1.481
H 0.507 0.852 0.977
H -1.718 -0.219 0.044
H -0.594 -1.176 -0.960
H 0.043 -2.740 0.728
H 2.598 0.495 -0.430
*
```

Computed properties:
HOMO energy	-0.3271	hartree
energy above the lowest of the compared OMol25 structures with the same formula, charge and spin	44.20	kcal/mol
lowest unoccupied orbital energy	0.031	Ha
SMILES	CN[C@H](C=O)CS

---

No. 10
C2H6N2O3 | the ωB97M-V functional and the def2-TZVPD basis

The geometry in ORCA input format:
```
! wB97M-V def2-TZVPD RIJCOSX def2/J DEFGRID3
* xyz 0 1
C -0.780 -0.289 0.084
C -0.906 1.197 0.116
N -1.959 -1.162 -0.261
N 2.812 -0.706 0.238
O 3.754 -1.265 -0.272
O 2.732 0.638 -0.125
O 0.081 1.843 0.299
H -0.033 -0.656 -0.577
H -0.505 -0.600 1.034
H -1.889 1.786 -0.035
H -2.629 -0.828 -0.960
H -2.525 -1.017 0.569
H 1.846 1.059 -0.108
*
```

Computed properties:
HOMO energy	-0.3770	hartree
energy above the lowest of the compared OMol25 structures with the same formula, charge and spin	121.71	kcal/mol
lowest unoccupied orbital energy	0.010	Ha
SMILES	NCC=O.O=NO

---

No. 11
C4H6N2S | the ωB97M-V functional and the def2-TZVPD basis

The geometry in ORCA input format:
```
! wB97M-V def2-TZVPD RIJCOSX def2/J DEFGRID3
* xyz 0 1
C 0.564 -1.738 0.425
C -0.730 1.591 0.424
C -0.123 1.660 -0.805
C 0.449 0.327 -1.085
H -0.276 -2.247 0.830
H 1.322 -1.620 1.201
H 0.819 -2.340 -0.466
H -1.353 -0.135 1.469
H -1.412 2.298 0.983
H -0.015 2.553 -1.433
N -0.035 -0.466 -0.089
N -0.643 0.328 0.864
S 1.434 -0.210 -2.317
*
```

Computed properties:
HOMO energy	-0.2788	hartree
energy above the lowest of the compared OMol25 structures with the same formula, charge and spin	38.02	kcal/mol
lowest unoccupied orbital energy	0.020	Ha
SMILES	Cn1[nH]ccc1=S

---

No. 12
C2H5N3O | the ωB97M-V functional and the def2-TZVPD basis

The geometry in ORCA input format:
```
! wB97M-V def2-TZVPD RIJCOSX def2/J DEFGRID3
* xyz 0 1
C -1.042 0.520 1.553
C 0.345 0.161 -0.431
N -1.597 1.233 2.291
N 0.308 -0.882 -1.489
N -0.527 -0.328 0.686
O 1.674 0.495 0.007
H -0.173 1.028 -0.894
H -0.339 -0.589 -2.292
H 0.057 -1.713 -1.084
H -0.288 -1.170 1.060
H 1.583 1.247 0.593
*
```

Computed properties:
HOMO energy	-0.3681	hartree
energy above the lowest of the compared OMol25 structures with the same formula, charge and spin	45.74	kcal/mol
lowest unoccupied orbital energy	0.019	Ha
SMILES	N#CN[C@H](N)O

---

Which formula does entry 11 have?
C4H6N2S